(1)
Molecular formula: C52H124N4O20
Method: DFT, ωB97M-V/def2-TZVPD

CARTESIAN COORDINATES (ANGSTROEM)
H 1.08893 -7.54422 4.76670
H -1.48879 1.57617 -1.37157
C 1.12194 -0.07436 -0.06645
C -3.23365 0.31073 -5.35381
H -4.46878 0.71306 1.35876
H 0.24519 6.43407 2.45795
H -3.08585 -0.62400 -3.29624
H -1.10961 -7.78697 -1.42095
H -2.12832 0.86284 -3.52805
C -4.30519 -1.05343 1.99701
H -3.38631 1.34055 -5.67672
H -0.50829 6.70264 3.94634
H -0.29224 3.25696 3.52740
H -2.20535 -3.49979 3.68143
O -1.45651 -4.09740 6.66778
H 2.13122 -3.24083 -0.79354
H 0.61352 0.35936 -7.80890
N -0.74185 -4.74811 5.60083
H 0.73291 -1.34268 -4.39840
H 2.19661 2.50784 1.05637
H -0.97743 -5.34907 -1.22346
C 3.10821 1.33968 5.33113
H 1.94185 3.20386 6.98037
H -2.20858 9.17653 -1.52340
H 1.61864 2.89576 4.94715
H 0.77798 -5.31271 -3.64231
C 2.79315 -7.62201 -3.09166
H -2.33928 -0.18758 -5.72782
C -4.99316 3.34329 0.09668
H 1.49696 -6.37356 2.85552
H 1.11119 -8.22364 -0.06996
H -0.81290 7.14964 -0.55145
H 3.21084 2.13359 -5.06713
C -3.36179 3.41257 5.87268
O -0.24901 0.63739 2.41293
H -0.12603 0.96270 -2.19197
C -1.09028 -6.93588 6.51571
H -1.34456 -0.87552 -1.27530
C 0.43131 -4.44363 3.38848
H -0.05577 -5.83480 0.09465
H 0.53651 -2.38482 6.13962
H -0.98429 4.46372 2.47842
O 1.59134 2.31498 6.88752
H -2.36265 -4.13437 6.35292
H 3.44100 0.60030 6.05960
H 4.41111 -7.75361 -0.92921
H -0.17156 3.64991 -1.95701
H 2.23654 -7.08177 -3.85745
O 1.27195 5.68690 4.19558
H 1.26567 2.99809 -1.30071
H 3.96130 -5.23649 -0.67166
H -4.95315 5.50540 0.66301
H 1.34661 -6.81729 7.41878
C -0.37608 3.59378 -4.89498
H -1.85081 5.85851 6.96991
C 3.18542 -0.84885 -8.17582
H -3.38690 4.86250 0.09823
C 0.18182 2.95846 -1.19209
H 0.93268 4.73679 -3.49826
C 1.23540 7.95744 3.59330
C -0.20084 -3.80013 4.57425
H -5.09555 -0.08401 -5.21694
H 0.49087 0.33857 -5.12451
O 2.44940 7.89587 2.80185
N 2.98632 0.61808 -6.11184
H 3.08132 0.90267 4.33294
H -0.61767 -7.91551 6.58686
H -2.52498 4.99057 4.55631
H -3.22811 2.71286 0.35784
O -0.33117 3.34421 -6.28670
H 1.97417 0.58617 0.09319
H 1.56721 -3.51280 5.71399
H -1.60279 6.09463 -1.66224
H 2.54884 -2.89336 -5.44138
H 1.32922 -0.57895 -1.01012
C 1.38252 1.00694 -8.23006
H 1.73508 2.25417 2.67475
O -2.67382 5.75358 6.48695
H 2.15762 -5.93167 6.30548
H 0.10307 4.56122 0.22395
H 3.60736 1.59705 -9.31376
C 1.51667 2.89080 1.81737
H -3.09750 8.01359 -2.41290
H -2.13175 2.06570 6.22458
C -0.76331 3.39909 2.55478
H 2.74393 -8.70318 -3.22106
H -1.39771 3.77004 -4.55838
H -5.79827 3.06347 0.77608
H -1.02721 -2.25230 3.21220
H 3.19763 -2.97948 -8.00740
C 0.03781 2.78616 1.41105
C 2.93524 -2.01932 -5.96565
H -0.48736 -7.10529 4.04015
H 1.59172 8.29162 4.56770
H -2.19776 -0.14378 0.10355
C -1.29855 7.13255 -1.52713
H -3.70328 8.71275 -0.12240
C 0.85097 -2.86254 5.21172
H -1.76850 -2.21551 4.79394
C -1.24893 -0.55848 -0.23682
H 1.17280 -9.09653 -1.59402
H 4.26815 -0.94617 -8.25523
C -0.20011 0.57369 0.00960
H 0.13312 -3.93675 -3.01741
C -0.02732 -6.01429 5.88858
H -1.11724 0.53962 2.81069
O -5.03501 -0.06215 1.36528
H 1.64826 -2.38381 -7.82846
H -0.53635 7.06470 -3.33141
H -1.95383 -6.98743 5.85260
C -2.48199 8.12138 -1.51979
H 4.78529 1.51267 -7.94341
C 0.94566 -0.64822 -5.21115
H -0.18276 5.93895 -5.77635
H 1.03711 -4.12387 0.44870
H 3.27728 -7.59510 0.43021
O -4.01580 4.41329 2.07747
H -3.95803 0.98482 -2.25598
H -0.35418 -4.64106 2.65902
O 2.52785 1.79649 -5.65149
C -3.07111 0.36488 -3.75449
C 1.05554 -4.51404 -2.95442
O -4.15573 1.05879 -3.19249
H 1.40603 -2.22560 4.52302
H 1.08602 -0.80731 0.73953
C -0.15128 -7.29656 -1.59181
C 1.69434 1.98445 5.54035
H 3.12399 8.08900 3.45700
C -1.37515 -2.88485 4.02885
H 4.09424 2.71102 6.21360
H 0.46078 -1.14340 -6.05245
C 3.07455 -0.57166 -3.88676
H -2.80015 1.18745 3.94802
H 0.56636 3.06806 -6.48618
C 0.58026 4.75061 -4.52963
H -3.48343 -1.44910 1.40014
O -2.79376 0.60286 3.18656
C 0.39546 -6.72970 4.55752
O -4.01480 2.35967 -0.06403
H 0.51829 8.71073 3.26707
O -0.38675 7.58182 -2.53654
H 3.41424 2.57803 -7.95403
H -4.64835 -0.04178 3.83739
H 0.95638 1.99613 -8.06273
H 1.31072 0.80102 -9.29803
N -0.38438 1.38915 1.26439
H -4.93854 -1.91668 2.20138
H -3.68057 3.46731 6.91358
H -1.44312 4.33229 5.73896
H -3.39102 -1.23398 3.97912
H 1.22924 -5.02823 7.49802
H 3.23697 -9.08580 -0.43214
C 1.09716 -8.10255 -1.15312
H 0.38921 -3.20944 -0.83323
H 4.00839 -2.16402 -5.84106
C -4.27473 4.65285 0.69481
H 0.88004 1.35518 5.18113
C 2.45792 -7.34219 -1.59776
C 1.21091 -5.90064 6.84482
C -0.40884 1.46952 -1.26933
H -4.27977 3.53180 5.29718
H 4.16263 -0.54788 -3.94695
H 3.86070 -7.46796 -3.24883
C 1.16685 -5.76844 3.69988
C 1.24392 -3.83772 -0.58254
H 2.08366 -5.55269 4.24852
O 3.57909 -5.27217 -1.55157
O -2.68759 2.22914 5.45912
H 2.74788 -1.42472 -3.29205
H -5.20502 3.52023 -0.95780
H -3.42878 5.09983 2.40257
H -0.15958 -7.25594 -2.68102
C 3.41912 -8.01923 -0.56382
C -3.76562 -0.43802 3.33552
C -0.36425 3.58438 0.09954
N 2.40062 -5.90741 -1.31645
H 1.80763 3.93482 1.93346
C 2.67165 -2.14971 -7.53525
C 2.47047 -0.58353 -5.30359
C -2.47842 4.63722 5.58640
H 2.12218 5.69776 3.74993
H -1.72903 2.91011 2.68284
C 2.77918 0.56369 -7.61404
O 4.01211 2.46174 5.29017
O -4.34862 -0.47282 -5.67794
H 1.04644 -3.74858 2.81697
H -1.39114 -6.63131 7.51812
C 3.73589 1.57424 -8.23161
O -0.13730 5.92148 -4.81759
H 2.63372 -0.90519 -9.11419
H -1.41367 3.85978 -0.00524
H 2.80738 0.36644 -3.40025
H 1.50419 4.63125 -5.09550
O -3.40346 7.87653 -0.48633
H 1.98963 -4.06968 -3.29810
C 1.21182 -5.08045 -1.52455
H -0.06699 2.74724 -4.28184
H -1.07134 -1.43695 0.38354
C 0.48475 6.60813 3.50696
C -0.04381 -5.86309 -0.99492

Relative energy (zero: lowest compared OMol25 entry of this formula, charge and spin) ... 428.9 kJ/mol
E_tot ... -102832.6942 eV
2S+1 ... 1
Total charge ... 0
SMILES ... CC1(C)CCCC(C)(C)N1O.CC1(C)CCCC(C)(C)N1O.CC1(C)CCCC(C)(C)N1O.CC1(C)CCCC(C)(C)N1O.OCCO.OCCO.OCCO.OCCO.OCCO.OCCO.OCCO.OCCO

Mulliken population analysis, charges in e, atoms 1 to 6: atom 1 (H): 0.411, atom 2 (H): -0.267, atom 3 (C): -1.455, atom 4 (C): -0.383, atom 5 (H): 0.174, atom 6 (H): -0.140


(2)
Molecular formula: C5H7N
Method: DFT, ωB97M-V/def2-TZVPD

CARTESIAN COORDINATES (ANGSTROEM)
C -0.13541 -0.05434 0.30436
H -1.27255 -1.83341 0.71506
H 2.45885 -1.53982 0.71279
C -1.18939 -1.04076 -0.06365
H -2.09484 -0.50911 -0.25896
H -1.04792 -1.40665 -1.03914
H -1.19682 1.67511 0.13404
C 1.35392 -0.03957 0.05470
H 0.43442 0.99943 -1.77128
N 2.40639 -0.63657 0.18122
C 0.59498 0.96958 -0.65812
C -0.31224 1.39286 0.45722
H 0.00060 2.02325 1.23174

Relative energy (zero: lowest compared OMol25 entry of this formula, charge and spin) ... 327.9 kJ/mol
E_tot ... -6785.1143 eV
2S+1 ... 1
Total charge ... 0
SMILES ... [H]/N=C1/[C@@H]2C[C@]12C

Mulliken population analysis, charges in e, atoms 1 to 6: atom 1 (C): 0.582, atom 2 (H): 0.300, atom 3 (H): 0.251, atom 4 (C): -1.275, atom 5 (H): 0.351, atom 6 (H): 0.352


(3)
Molecular formula: C30H33N9O6
Method: DFT, ωB97M-V/def2-TZVPD

CARTESIAN COORDINATES (ANGSTROEM)
H -1.17179 -0.73329 -0.06461
C -4.98488 -3.10591 -0.04645
H -4.34082 3.57605 -1.90752
C 3.34252 1.47762 -3.96365
H 7.08154 1.97864 1.60701
H 0.32592 5.73128 2.20830
H -5.48319 -0.16554 -2.63032
N 4.89882 4.05798 1.37438
H -5.54416 -4.99438 -0.88757
H -5.80417 -2.54692 -0.47386
C -3.87025 3.51314 -0.92633
H -4.16171 -1.31939 0.70920
H 1.17111 -2.27930 4.99631
O 1.18515 6.62215 -0.09896
C 3.67936 1.98038 0.79634
H 1.77850 -3.73509 4.17671
C 0.19645 -0.39532 -1.52656
C -3.71753 2.01966 -0.74855
H 6.72491 -0.30237 1.17957
C 0.77937 -2.29428 3.02359
C 5.86850 0.35227 1.11322
N -3.58218 0.88520 -0.56402
C 0.93076 -3.05643 4.27079
C 3.49768 0.61683 0.59643
N 2.39170 -3.33511 -1.57826
O 5.92447 4.55511 1.85834
H -1.75233 -1.23374 -1.74621
C 4.62696 -0.20697 0.72118
H -2.96752 4.02868 -0.59862
N 1.01217 5.49539 -0.47600
H 1.26904 -5.79813 0.18819
C -3.67705 -5.13868 0.22467
N 0.71078 -1.61837 2.08795
C 0.37707 4.46512 0.40190
C -5.10379 0.33951 -3.51862
H 0.07437 3.11856 -1.14289
H -2.26989 -2.54494 1.88117
H 4.47212 -1.27413 0.66132
C -3.85789 -0.28142 -3.95818
H 0.05855 -3.65662 4.52988
H -0.04327 -4.67126 -0.12322
N -2.87477 -0.80612 -4.33829
H 1.26394 -4.34056 1.14272
H -1.23550 1.88579 2.71965
C 1.00647 -4.74055 0.16199
C 4.59895 1.60588 -4.75448
C 0.24923 4.74072 1.78484
O -0.84494 -4.61600 2.39946
C -0.29649 3.79118 2.65447
C -3.99558 -2.37896 0.58227
O 1.35404 5.14395 -1.60957
H 2.52890 0.16300 0.44845
H -0.51723 4.05323 3.67868
C 1.75779 -3.96688 -0.82673
C -0.93525 -1.18888 -1.02617
N 1.12860 0.19999 -1.93277
C 4.87928 2.54485 1.19968
H 3.30607 0.43917 -3.63440
C -2.79031 -4.44027 1.05250
C -4.79012 -4.47590 -0.31400
H -5.75673 0.07192 -4.34938
C -0.66233 2.31819 0.75434
N 5.62083 1.69531 -5.37561
H -1.02582 1.34147 0.47097
H -5.06108 1.40712 -3.30297
C -2.93341 -3.06393 1.20531
O -1.66688 -6.41192 1.52323
N -1.67466 -5.20662 1.71335
C -0.13604 3.26218 -0.09336
H 3.41813 2.05259 -3.04073
H -3.53162 -6.17832 -0.02913
C -0.68520 2.57834 2.10002
H -0.55537 -2.19202 -0.83256
H 2.87907 2.66658 0.56169
O 3.94536 4.69201 0.96621
H 2.43303 1.69112 -4.52519
C 6.06464 1.74427 1.32884
H -4.51036 3.79214 -0.08937

E_tot ... -57320.2289 eV
2S+1 ... 2
Total charge ... +1

Mulliken population analysis, charges in e, atoms 1 to 6: atom 1 (H): -0.142, atom 2 (C): -0.618, atom 3 (H): 0.315, atom 4 (C): -0.382, atom 5 (H): 0.465, atom 6 (H): 0.477


(4)
Molecular formula: H20HeNeO10
Method: DFT, ωB97M-V/def2-TZVPD

CARTESIAN COORDINATES (ANGSTROEM)
H -1.32106 0.89638 1.43909
Ne -1.72536 0.86953 -2.90260
H -1.82431 3.43484 0.81860
H 3.83334 -0.48973 1.91509
He -0.24642 -0.39960 -0.29044
H 0.89239 -3.35696 0.86580
H 1.43961 -4.59374 0.18547
H 0.38619 -1.27555 1.80853
O -3.74551 0.83878 -0.36084
O 0.86496 2.74258 -2.35286
O -1.60878 2.67259 0.28124
O -3.27150 -1.61830 -1.55658
H 1.58152 1.06300 0.77341
H 3.72731 -1.32376 -1.57062
O 0.62291 -4.12939 0.36884
H -3.86261 -1.44233 -2.28862
H 2.23869 -1.59856 -1.59034
H -0.65603 2.60026 0.33849
H -2.23092 -0.13146 2.07751
O 1.05884 1.81194 1.05999
O -1.33607 0.20736 2.10336
H 1.33001 3.22599 -1.67002
H -3.01164 1.45319 -0.37419
O 2.88068 -0.92155 -1.37650
H -3.72290 -2.28465 -1.03846
O 1.10163 -1.89783 1.93948
H 3.13044 -0.74527 0.59883
H 0.07702 3.26006 -2.51899
H -3.34658 -0.01521 -0.52757
H 1.54070 2.57606 0.74352
O 3.30717 -0.05849 1.24173
H 1.89627 -1.37019 1.85962

Relative energy (zero: lowest compared OMol25 entry of this formula, charge and spin) ... 5.8 kJ/mol
E_tot ... -24387.7754 eV
2S+1 ... 1
Total charge ... 0

Mulliken population analysis, charges in e, atoms 1 to 6: atom 1 (H): 0.309, atom 2 (Ne): 0.000, atom 3 (H): 0.295, atom 4 (H): 0.312, atom 5 (He): 0.021, atom 6 (H): 0.411


(5)
Molecular formula: C6H12BrMgO2
Method: DFT, ωB97M-V/def2-TZVPD

CARTESIAN COORDINATES (ANGSTROEM)
H 0.04031 -1.13796 -0.32792
C 2.87637 1.47508 0.46870
H 3.67398 2.02253 0.97091
H 1.00546 -0.04939 -0.25034
H 1.20383 -1.03100 1.18585
H -2.52350 -1.04675 -0.15506
C 1.68627 1.02233 1.32958
H -0.21262 0.07167 1.11010
C 0.82947 -0.07298 0.82510
O -1.67631 0.20646 -2.80392
H 0.71206 -0.29288 -1.67529
C -2.49699 -1.37818 -1.19311
C -0.15161 -0.31014 -1.01055
H 2.34220 2.20137 -0.14389
H -0.23783 0.58282 -0.39145
O 1.42635 1.65351 2.36930
H -3.48324 -1.17146 -1.60865
Mg -2.73937 -0.03986 2.91051
Br -1.58167 -0.49027 1.64099
C -1.43067 -0.45633 -1.77382
H -2.38024 -2.46168 -1.21515
H 3.11775 0.70308 -0.26196

E_tot ... -85980.7878 eV
2S+1 ... 1
Total charge ... +1

Mulliken population analysis, charges in e, atoms 1 to 6: atom 1 (H): 0.531, atom 2 (C): -1.073, atom 3 (H): 0.354, atom 4 (H): 0.041, atom 5 (H): 0.671, atom 6 (H): -0.199


(6)
Molecular formula: C18H24Br39OS
Method: DFT, ωB97M-V/def2-TZVPD

CARTESIAN COORDINATES (ANGSTROEM)
C -2.37330 14.11556 2.31427
C -1.85578 0.52556 4.37116
Br 8.50637 -1.76614 -8.20290
H -1.95377 -0.52985 4.57519
H -0.88404 2.61788 -3.07396
H 1.53821 -7.46976 -0.03282
Br 7.22388 -10.37444 -9.04419
C -1.69734 0.61394 1.82212
H -0.57515 -3.25663 0.94471
C 3.78480 -5.49856 -6.12322
H 1.33032 -6.84488 -4.63944
H -0.12086 -3.14674 2.67626
C -6.66597 3.37631 0.53628
Br 0.11835 7.25105 6.82717
H -2.83339 0.91869 4.13993
H 5.04540 -9.77498 -8.05029
Br -3.69590 14.82440 3.51501
H -3.98510 5.49053 5.21078
H -0.10837 0.11532 3.18846
Br -0.03347 0.96577 -1.45799
Br 0.96156 3.93109 -2.09488
Br 5.77771 -0.20396 -7.76803
Br -6.06419 1.66261 1.16067
H 6.40673 -4.93185 -0.79057
H 0.83279 7.11803 9.18668
Br 4.36057 -11.69485 -9.43935
H -1.18830 1.27539 1.13874
Br 6.14172 -2.09521 -10.29492
H -1.63268 9.61736 7.03587
Br -0.30148 -5.93899 0.58962
Br -3.51583 8.31262 6.12680
Br -4.89349 -5.30863 -2.23329
Br 0.80960 4.71873 8.60669
Br 3.02532 6.92939 8.06931
H -2.71015 1.01773 1.93674
C -3.82461 -3.71017 -2.09297
H -0.62975 1.77230 3.20303
C 5.32469 -10.08008 -9.04723
Br -4.25788 3.46249 3.84431
H -3.90226 -3.33643 -1.07288
H -2.24469 14.82927 1.51601
Br -0.67152 13.92030 3.18578
Br 5.33252 -4.08736 -2.84432
Br 4.83292 -8.65658 -10.23435
Br 4.64085 -7.20650 -6.33074
C 5.52949 -4.32275 -0.94011
C -2.65602 9.88318 6.81923
Br -5.23324 4.65518 0.46204
Br 4.80515 -4.09141 -6.93341
C -1.71178 -1.77908 2.11983
S -3.06751 -2.85357 1.63362
O -1.71221 -0.64475 1.20241
H 0.31190 -1.88612 1.54511
Br -8.14166 4.04121 1.57892
C 1.14880 6.58414 8.30447
Br -2.06683 4.20010 6.04921
Br 1.97601 -5.52535 -6.77648
Br -1.97314 -4.08534 -2.39284
Br -0.50025 -7.72935 -3.24400
C -3.27068 4.85649 4.70846
Br 5.84384 -2.63948 -0.07300
H -4.02310 -2.49664 2.48532
Br 1.39530 -5.20891 -2.81000
Br -4.46933 -2.33232 -3.27319
C -0.46688 -2.58635 1.81585
Br 2.64668 -8.11623 -2.97803
H 3.73885 -5.29325 -5.06165
C 1.22448 -6.96107 -3.57361
Br 4.04520 -5.24796 -0.15105
Br -3.45048 10.46090 8.47259
Br -2.62118 11.29367 5.51686
H -1.47814 1.06890 5.22937
H -7.02349 3.24100 -0.47205
Br -1.99859 3.42150 -1.03322
C -0.53524 2.71356 -2.05802
Br -2.95533 12.46636 1.52265
Br -2.33691 5.95081 3.42596
C 7.01266 -0.91116 -9.05693
H 7.39737 -0.07922 -9.62530
Br 1.68760 -7.61050 2.42485
C -0.98700 0.74282 3.15639
Br -0.23354 -9.12898 0.39559
C 0.77413 -7.51978 0.73088

E_tot ... -2763589.6443 eV
2S+1 ... 1
Total charge ... -1

Mulliken population analysis, charges in e, atoms 1 to 6: atom 1 (C): -0.356, atom 2 (C): -0.802, atom 3 (Br): -0.004, atom 4 (H): 0.346, atom 5 (H): 0.336, atom 6 (H): -0.114